Entry 1:
Density functional theory data (ωB97M-V/def2-TZVPD) for a molecular structure, C15H29CsF2N2O4S2 in a non-equilibrium geometry.

## Properties
Kohn-Sham gap: 5.263 eV
Highest occupied orbital energy: -1.27 eV
Energy above the lowest of the compared OMol25 structures with the same formula, charge and spin: 1.4922 eV

Geometry as ORCA input:
```
! wB97M-V def2-TZVPD RIJCOSX def2/J DEFGRID3
* xyz -2 1
Cs 0.145 0.321 -2.067
S -0.393 -4.545 -1.270
S -0.378 -2.752 -2.148
F 0.799 4.300 -1.663
F -0.138 4.108 -3.700
O 0.995 -2.188 -2.142
O -0.909 -2.794 -3.511
O -4.016 -1.808 -1.075
O -1.232 -1.812 -1.320
N -1.372 -2.257 1.623
N -0.604 2.258 1.402
C -4.291 -0.990 -2.184
C -0.395 3.743 -2.320
C -2.314 -0.107 2.363
C 2.987 -1.283 0.257
C 2.495 0.707 1.495
C 3.485 -0.519 -0.796
C -1.981 2.026 0.939
C -2.531 -1.612 2.239
C 2.961 1.498 0.453
C 2.897 3.001 0.528
C 3.458 0.867 -0.688
C -2.351 0.550 0.994
C 2.491 -0.686 1.408
C 3.971 -1.198 -2.047
C 1.913 -1.523 2.515
H -3.467 -1.785 1.686
H 2.935 -2.361 0.149
H -2.121 2.377 -0.091
H -1.664 0.008 0.346
H -1.351 0.079 2.846
H 4.773 -1.905 -1.820
H -1.264 -2.000 0.640
H -3.060 -2.047 -1.144
H -3.531 -0.210 -2.339
H -3.340 0.410 0.549
H -1.130 4.532 -2.043
H -2.658 -2.036 3.241
H -4.358 -1.567 -3.114
H -0.251 3.114 0.987
H 0.909 -1.871 2.252
H 0.000 1.521 1.048
H 3.148 -1.760 -2.495
H 3.799 1.474 -1.522
H 2.093 1.184 2.384
H 3.862 3.447 0.276
H 2.623 3.327 1.533
H -5.252 -0.494 -2.013
H -2.659 2.608 1.577
H 2.531 -2.402 2.704
H -1.512 -3.261 1.578
H 2.162 3.398 -0.176
H 1.833 -0.947 3.440
H 4.349 -0.471 -2.768
H -3.090 0.329 3.004
*
```

---

Entry 2:
Density functional theory data (ωB97M-V/def2-TZVPD) for 3 unconnected molecules or ions with the total composition C15H29N2O7.

## Properties
Kohn-Sham gap: 8.957 eV
Highest occupied orbital energy: -11.53 eV
Energy above the lowest of the compared OMol25 structures with the same formula, charge and spin: 0.0000 eV

Geometry as ORCA input:
```
! wB97M-V def2-TZVPD RIJCOSX def2/J DEFGRID3
* xyz 1 1
O 1.878 0.434 -2.257
O -0.272 1.490 3.021
O -4.774 0.227 2.309
O -1.486 -0.221 2.395
O 3.407 1.278 -3.710
O -6.159 -0.711 0.900
O 3.328 -0.612 0.054
N 4.037 -2.852 -3.835
N 4.508 -0.773 -3.596
C -6.261 -2.712 -0.502
C -6.476 -1.217 -0.401
C 1.434 0.503 -0.901
C -2.204 0.803 4.411
C 2.336 1.619 -2.846
C 0.622 2.454 5.087
C -1.323 0.655 3.200
C 5.258 -1.239 -4.657
C -0.103 2.695 3.780
C 2.546 0.582 0.117
C -4.914 -0.334 1.256
C 4.447 0.602 -3.086
C -3.742 -0.683 0.369
C 4.968 -2.546 -4.810
C 3.773 -1.769 -3.118
H -3.178 0.396 4.152
H 2.647 2.361 -2.101
H 3.084 -1.674 -2.292
H -5.926 -0.673 -1.169
H -1.775 0.216 5.224
H 0.049 1.807 5.750
H 0.730 1.330 -0.762
H -7.530 -0.978 -0.533
H 3.175 1.469 -0.027
H -5.212 -2.977 -0.368
H -6.584 -3.074 -1.478
H 4.302 0.516 -2.011
H 5.339 -3.251 -5.533
H 5.402 1.081 -3.301
H 1.585 1.976 4.902
H -3.972 -0.667 -0.694
H -3.375 -1.671 0.646
H -2.332 1.829 4.747
H -6.837 -3.226 0.267
H 0.874 -0.418 -0.730
H 0.489 3.342 3.134
H -2.955 0.035 0.569
H 0.796 3.400 5.600
H 1.572 2.055 -3.493
H 4.253 -0.394 0.198
H -1.063 3.187 3.932
H 3.609 -3.754 -3.693
H 5.932 -0.608 -5.213
H 2.069 0.692 1.097
*
```

---

Entry 3:
Density functional theory data (ωB97M-V/def2-TZVPD) for a molecular structure, C15H29N3O3S3SiZn.

## Properties
Kohn-Sham gap: 8.052 eV
Highest occupied orbital energy: -7.61 eV
Energy above the lowest of the compared OMol25 structures with the same formula, charge and spin: 0.1252 eV

Geometry as ORCA input:
```
! wB97M-V def2-TZVPD RIJCOSX def2/J DEFGRID3
* xyz 0 1
Zn -1.095 -0.172 0.144
S 0.545 0.551 -1.386
S -2.169 2.731 -1.054
S -2.067 -2.763 0.904
Si 3.908 0.075 -2.013
O -3.500 -2.979 0.914
O -1.603 -2.143 -0.366
O -1.579 -1.964 2.033
N 0.941 -0.840 0.763
N -3.345 0.095 0.326
N -1.262 1.172 1.805
C 1.578 -1.602 1.651
C 3.600 -1.374 0.431
C 5.738 -0.142 -1.666
C -1.959 3.321 0.655
C -3.870 2.114 -1.083
C -0.940 2.575 1.508
C 2.969 -0.574 -0.511
C 1.592 -0.344 -0.305
C 2.917 -1.905 1.525
C -4.030 0.614 -0.866
C 3.417 -0.944 -3.499
C -1.272 -4.330 0.995
C -3.719 0.749 1.588
C -2.514 0.921 2.528
C 3.619 1.892 -2.336
H -1.550 -4.790 1.941
H -2.726 1.721 3.246
H -3.597 -0.889 0.396
H 3.414 -2.530 2.254
H -4.171 1.714 1.372
H -5.104 0.390 -0.833
H -4.478 0.164 2.112
H -4.470 2.703 -0.389
H 3.786 2.488 -1.436
H 2.347 -0.842 -3.691
H -3.615 0.079 -1.722
H -2.935 3.368 1.136
H 6.309 0.257 -2.508
H -0.823 3.139 2.442
H 6.043 0.405 -0.771
H 3.629 -2.001 -3.330
H -0.197 -4.174 0.940
H -0.497 0.791 2.352
H 0.970 -1.976 2.467
H 6.034 -1.186 -1.543
H 3.956 -0.624 -4.394
H 4.657 -1.594 0.324
H -1.609 4.352 0.584
H -4.250 2.349 -2.078
H -2.373 -0.005 3.079
H 4.330 2.228 -3.096
H -1.614 -4.937 0.161
H 2.609 2.091 -2.689
H 0.022 2.575 0.991
*
```

---

Entry 4:
Density functional theory data (ωB97M-V/def2-TZVPD) for 4 unconnected molecules or ions with the total composition C15H29N4O4.

## Properties
Kohn-Sham gap: 8.207 eV
Highest occupied orbital energy: -11.21 eV
Energy above the lowest of the compared OMol25 structures with the same formula, charge and spin: 0.0000 eV

Geometry as ORCA input:
```
! wB97M-V def2-TZVPD RIJCOSX def2/J DEFGRID3
* xyz 1 1
O 3.755 -2.856 1.345
O -5.886 -2.309 1.474
O 1.775 0.708 -0.637
O -5.147 -0.882 -1.616
N 2.863 3.558 -0.651
N 5.369 1.181 -0.886
N 4.243 1.646 -0.306
N 4.788 2.972 -1.970
C -3.034 1.387 -0.756
C 0.540 0.120 -1.038
C 3.608 0.961 0.810
C -2.900 2.511 0.060
C -7.014 -3.012 0.950
C 4.961 -3.058 2.086
C -1.924 0.620 -1.095
C -1.636 2.841 0.534
C -0.524 2.066 0.195
C -0.654 0.947 -0.629
C -6.249 -1.539 -2.238
C 3.920 2.760 -0.973
C 1.669 -0.366 1.598
C 2.480 0.009 0.363
C 5.662 1.996 -1.888
H 0.457 -0.914 -0.708
H 0.778 0.240 1.698
H 5.144 -2.158 2.669
H -6.143 -2.624 -2.158
H 0.558 0.094 -2.126
H -1.514 3.708 1.166
H 6.503 1.857 -2.541
H 2.297 -0.303 2.482
H 4.865 -3.902 2.770
H -5.818 -2.506 2.411
H -5.145 -1.134 -0.684
H 4.372 0.391 1.326
H -7.190 -1.225 -1.780
H -3.746 3.121 0.324
H -7.939 -2.693 1.436
H -6.259 -1.263 -3.289
H -6.894 -4.092 1.062
H 1.379 -1.407 1.527
H 5.828 0.349 -0.550
H 2.971 -0.870 -0.053
H 3.209 1.694 1.500
H 1.960 3.435 -1.066
H 0.431 2.367 0.590
H 5.809 -3.230 1.419
H -7.074 -2.775 -0.105
H -2.071 -0.235 -1.741
H -4.017 1.127 -1.108
H 3.587 -3.656 0.839
H 2.996 4.344 -0.043
*
```

---

Entry 5:
Density functional theory data (ωB97M-V/def2-TZVPD) for 3 unconnected molecules or ions with the total composition C15H29O11S in a non-equilibrium geometry.

## Properties
Kohn-Sham gap: 4.872 eV
Highest occupied orbital energy: -2.28 eV

Geometry as ORCA input:
```
! wB97M-V def2-TZVPD RIJCOSX def2/J DEFGRID3
* xyz -1 1
S 0.660 1.875 0.260
O 1.421 0.670 0.486
O -1.993 5.649 0.531
O 0.578 2.128 -1.179
O 2.448 -4.187 -3.571
O -2.734 0.167 0.617
O -0.048 -3.497 0.403
O -2.160 -3.032 0.094
O -2.628 7.505 -0.600
O 4.682 -4.457 -3.332
O 3.371 -5.309 -1.839
O -1.845 5.828 -1.717
C 0.615 -1.076 3.231
C -1.413 0.315 1.255
C -2.987 8.092 0.648
C -1.072 -2.855 -0.265
C 4.862 -3.717 -4.537
C 2.053 -5.547 -1.327
C -0.425 -0.006 3.638
C 0.586 -2.478 1.210
C -0.741 -1.979 -1.438
C -1.672 0.083 2.741
C 3.400 -4.610 -2.971
C 0.034 -2.379 2.641
C -1.034 1.719 0.984
C -2.138 6.259 -0.496
C -1.308 4.494 -1.764
H 0.327 -1.810 -1.563
H 0.430 -3.234 3.202
H -1.188 -2.380 -2.347
H 0.469 -1.470 0.785
H -1.689 2.078 0.189
H 1.662 -2.673 1.252
H 2.161 -6.121 -0.411
H 4.385 -4.224 -5.375
H -1.188 -1.000 -1.263
H 1.209 -1.335 4.116
H -0.779 -0.248 4.648
H 1.308 -0.649 2.504
H -2.253 0.963 3.118
H -0.371 4.426 -1.222
H -1.150 2.413 1.840
H 0.062 0.973 3.628
H 5.932 -3.662 -4.722
H 1.311 2.895 0.912
H 1.555 -4.609 -1.092
H -2.348 -0.764 2.851
H 1.465 -6.127 -2.037
H -2.027 3.774 -1.380
H -2.117 8.178 1.298
H -1.049 -2.457 2.683
H -3.770 7.513 1.136
H -2.850 -0.753 0.351
H -3.366 9.089 0.435
H 4.470 -2.707 -4.431
H -1.114 4.265 -2.808
*
```

---

Entry 6:
Density functional theory data (ωB97M-V/def2-TZVPD) for a molecular structure, C15H30AsF6N3O8PZr in a non-equilibrium geometry.

## Properties
Kohn-Sham gap (spin up / spin down): 9.858 / 6.188 eV
Highest occupied orbital energy (spin up / spin down): -15.30 / -15.31 eV
Energy above the lowest of the compared OMol25 structures with the same formula, charge and spin: 1.3480 eV

Geometry as ORCA input:
```
! wB97M-V def2-TZVPD RIJCOSX def2/J DEFGRID3
* xyz 2 2
Zr 0.736 0.470 0.014
As 1.077 3.065 -1.470
P -1.935 -0.685 0.762
F 0.615 2.709 0.266
F -0.239 4.092 -1.615
F 2.233 1.731 -1.207
F 2.186 4.216 -0.999
F -0.117 1.637 -1.658
F 1.415 2.992 -3.110
O -1.067 -0.856 -0.663
O 2.809 -0.638 0.129
O 0.334 -3.187 0.932
O 0.408 0.997 3.034
O -1.301 0.922 0.772
O -3.378 -0.469 0.132
O 2.369 1.163 1.275
O 0.592 -0.995 1.364
N 2.575 -1.334 3.009
N 1.237 -0.605 -1.932
N 1.909 -0.669 -4.289
C -1.983 -1.468 -2.824
C 1.560 -0.635 -3.046
C 3.045 -1.487 -4.742
C 1.181 0.135 -5.287
C -5.132 -0.062 1.792
C 0.898 -2.274 1.437
C -4.565 -1.027 0.781
C -1.385 -1.987 -1.543
C -2.187 2.101 0.632
C 1.736 -0.773 4.074
C -2.241 2.870 1.926
C 2.149 -2.537 2.353
C 3.631 -0.556 2.394
C 2.960 0.061 1.149
C 1.382 0.715 4.027
H -4.411 0.139 2.589
H 3.521 -1.965 -3.890
H -3.163 1.739 0.333
H -2.921 -0.950 -2.631
H 0.979 0.935 5.017
H 2.689 -2.250 -5.433
H -2.921 3.714 1.800
H -2.081 -2.637 -1.011
H 3.768 -0.850 -5.249
H 0.375 0.681 -4.804
H -2.616 2.252 2.743
H 2.273 1.329 3.880
H 0.826 -1.369 4.127
H -1.787 2.701 -0.177
H 2.294 -0.932 5.006
H 1.868 0.844 -5.744
H -6.021 -0.500 2.247
H 0.773 -0.523 -6.052
H -4.305 -1.981 1.242
H 4.445 -1.207 2.081
H 1.848 -3.294 3.078
H 0.031 1.864 3.231
H -0.460 -2.533 -1.696
H -2.179 -2.305 -3.496
H 3.982 0.220 3.067
H -1.300 -0.776 -3.316
H -5.421 0.879 1.324
H -1.264 3.281 2.187
H -5.262 -1.214 -0.031
H 2.934 -2.926 1.710
*
```

---

Calculated E_tot (eV), listed in the same order as above: -54850.479; -33331.357; -115443.820; -30167.706; -49381.020; -124597.911